92
Properties=species:S:1:pos:R:3 method="wB97M-V/def2-TZVPD" e_above_lowest_ev=3.445 charge=+1 homo_energy_ev="-5.35 / -10.14" energy_ha=-7549.0076 spin_multiplicity=6
Ir -1.65 0.00 -1.81
Se -2.28 -0.21 5.11
P -0.60 0.82 4.14
C -0.72 2.60 4.26
C -1.37 3.22 5.32
C -1.42 4.61 5.37
C -0.82 5.36 4.38
C -0.17 4.75 3.32
C -0.12 3.37 3.26
C 0.89 0.28 4.98
C 1.05 -1.07 5.33
C 2.18 -1.47 6.03
C 3.14 -0.53 6.39
C 2.97 0.81 6.06
C 1.85 1.22 5.36
C -0.89 0.43 2.43
C -0.38 0.22 1.15
N -1.48 0.09 0.37
N -2.58 0.17 1.10
N -2.25 0.36 2.34
P 1.21 0.21 0.30
Se 0.89 0.35 -1.84
C 2.07 -1.32 0.72
C 2.85 -1.97 -0.22
C 3.53 -3.12 0.12
C 3.43 -3.64 1.41
C 2.64 -3.00 2.35
C 1.96 -1.85 2.01
C 2.16 1.61 0.91
C 2.16 2.85 0.19
C 2.85 3.94 0.69
C 3.56 3.83 1.88
C 3.57 2.59 2.59
C 2.88 1.50 2.11
H -1.86 2.63 6.09
H -1.95 5.09 6.19
H -0.88 6.44 4.42
H 0.28 5.34 2.54
H 0.37 2.88 2.41
H 0.29 -1.79 5.06
H 2.30 -2.50 6.30
H 4.02 -0.84 6.94
H 3.71 1.54 6.36
H 1.71 2.26 5.13
H 2.93 -1.57 -1.23
H 4.14 -3.63 -0.61
H 3.97 -4.54 1.67
H 2.55 -3.40 3.35
H 1.32 -1.37 2.74
H 1.60 2.94 -0.73
H 2.84 4.87 0.15
H 4.10 4.68 2.27
H 4.14 2.49 3.51
H 2.93 0.56 2.64
C -2.37 -1.75 -2.01
C -2.93 -2.85 -2.10
C -3.56 -4.12 -2.23
C -3.11 -5.21 -1.47
C -3.73 -6.44 -1.61
C -4.79 -6.59 -2.50
C -5.24 -5.51 -3.25
C -4.62 -4.27 -3.12
H -2.29 -5.08 -0.78
H -3.39 -7.28 -1.02
H -5.28 -7.55 -2.60
H -6.06 -5.63 -3.94
H -4.97 -3.42 -3.70
B -3.66 4.30 -1.83
C -3.00 2.89 -1.84
N -2.49 1.85 -1.85
H -4.70 4.20 -2.44
H -3.80 4.59 -0.66
H -2.87 5.02 -2.41
O -1.48 0.20 -4.23
C -1.14 -0.62 -5.08
C -0.25 -1.79 -4.81
C 1.14 -1.40 -5.41
C 1.39 0.11 -5.67
C 0.76 0.71 -6.94
C -0.75 0.90 -6.87
N -1.36 -0.37 -6.41
H -0.63 -2.69 -5.30
H -0.20 -1.98 -3.74
H 1.30 -1.94 -6.34
H 1.91 -1.75 -4.71
H 2.48 0.23 -5.75
H 1.10 0.70 -4.80
H 1.00 0.07 -7.79
H 1.23 1.68 -7.14
H -1.17 1.17 -7.84
H -1.04 1.67 -6.16
H -1.05 -1.14 -6.99

100
Properties=species:S:1:pos:R:3 method="wB97M-V/def2-TZVPD" e_above_lowest_ev=2.610 homo_energy_ev=-8.04 energy_ha=-8324.5356
Ta 0.19 -0.40 0.82
O -0.81 -2.30 4.49
C -1.31 -3.44 3.96
C -1.26 -4.57 4.79
C -1.76 -5.78 4.36
C -2.31 -5.91 3.09
C -2.37 -4.79 2.28
C -1.88 -3.55 2.69
C -2.01 -2.40 1.74
O -0.78 -1.91 1.29
N -2.72 -1.29 2.36
N -2.64 -0.12 1.65
C -3.73 0.51 1.47
C -3.87 1.84 0.86
Br -2.58 3.16 1.24
C -4.95 2.18 0.14
C -6.05 1.28 -0.24
C -5.84 -0.06 -0.56
C -6.90 -0.87 -0.93
C -8.19 -0.35 -0.98
C -8.40 0.99 -0.68
C -7.34 1.80 -0.32
H -0.68 -1.61 3.82
H -0.81 -4.45 5.77
H -1.70 -6.64 5.02
H -2.70 -6.86 2.75
H -2.80 -4.88 1.29
H -2.54 -2.76 0.84
H -3.67 -1.56 2.61
H -4.67 0.07 1.80
H -5.04 3.21 -0.17
H -4.83 -0.45 -0.57
H -6.72 -1.90 -1.18
H -9.01 -0.98 -1.27
H -9.40 1.40 -0.74
H -7.51 2.84 -0.10
C 3.62 -3.18 1.18
C 3.37 -1.80 0.57
C 4.65 -1.12 0.13
O 2.68 -0.97 1.51
C 2.43 -1.96 -0.62
O 2.74 -2.53 -1.62
O 1.21 -1.47 -0.39
H 4.31 -3.09 2.02
H 4.06 -3.83 0.43
H 2.68 -3.62 1.53
H 5.31 -0.98 0.99
H 4.42 -0.14 -0.29
H 5.16 -1.72 -0.62
H 2.96 -1.18 2.41
C 4.34 -1.35 -4.43
C 3.55 -0.23 -3.82
C 2.18 -0.15 -4.06
C 1.42 0.87 -3.51
C 2.02 1.83 -2.72
C 3.38 1.74 -2.44
N 4.02 2.69 -1.60
C 3.34 3.66 -0.86
C 3.58 5.00 -1.15
C 2.99 6.02 -0.42
C 2.13 5.73 0.63
C 1.91 4.41 0.96
C 2.51 3.37 0.24
C 2.19 2.01 0.74
O 2.35 1.93 2.06
O 1.81 1.09 0.03
C 4.16 0.73 -3.01
C 5.65 0.70 -2.75
H 3.73 -1.92 -5.12
H 4.70 -2.04 -3.66
H 5.22 -0.99 -4.98
H 1.71 -0.91 -4.67
H 0.36 0.91 -3.70
H 1.44 2.63 -2.29
H 4.85 3.07 -2.03
H 4.23 5.24 -1.98
H 3.20 7.05 -0.69
H 1.65 6.52 1.19
H 1.27 4.16 1.80
H 5.87 1.01 -1.72
H 6.19 1.38 -3.42
H 6.06 -0.29 -2.89
Br -3.71 1.00 -4.68
C -2.61 0.62 -3.18
C -2.57 -0.68 -2.69
C -1.80 -0.95 -1.57
C -1.05 0.05 -0.93
C -1.11 1.33 -1.47
C -1.88 1.63 -2.59
H -3.13 -1.46 -3.18
H -1.76 -1.97 -1.21
H -0.56 2.14 -1.00
H -1.93 2.64 -2.98
F 0.98 0.65 5.35
Te 1.44 1.15 3.63
F 3.02 0.19 3.90
F 2.33 2.57 4.43
F -0.18 1.42 1.29
F -0.01 2.31 3.64
O 0.55 -0.32 2.94

99
Properties=species:S:1:pos:R:3 method="wB97M-V/def2-TZVPD" e_above_lowest_ev=0.806 charge=+2 homo_energy_ev=-13.65 energy_ha=-4429.1787
Ti -0.71 -0.08 -0.39
C 1.74 2.73 0.79
C 0.38 3.30 1.15
N -0.69 2.33 1.48
C -1.89 3.16 1.78
C -3.08 2.46 2.43
C -0.37 1.48 2.62
C -0.76 0.05 2.25
N 0.14 -0.48 1.20
C 1.42 -0.94 1.51
C 2.35 -1.04 0.47
F 1.94 -0.65 -0.75
C 3.62 -1.52 0.64
F 4.43 -1.58 -0.42
C 4.06 -1.92 1.89
C 3.16 -1.84 2.93
F 3.52 -2.23 4.15
C 1.87 -1.37 2.76
F 1.06 -1.36 3.83
H 2.41 3.56 0.58
H 1.71 2.11 -0.10
H 2.19 2.16 1.60
H 0.00 3.90 0.31
H 0.50 3.99 1.99
H -2.19 3.63 0.85
H -1.58 3.97 2.45
H -3.49 1.66 1.82
H -3.87 3.19 2.58
H -2.84 2.06 3.42
H -0.92 1.78 3.51
H 0.69 1.51 2.89
H -1.78 0.09 1.84
H -0.81 -0.64 3.09
H 5.06 -2.30 2.04
F 5.17 -4.74 -3.88
C 4.03 -4.29 -3.37
C 3.54 -4.87 -2.21
C 2.34 -4.40 -1.69
C 1.65 -3.37 -2.33
C 2.18 -2.80 -3.48
C 3.37 -3.26 -4.02
Sb -0.18 -2.71 -1.53
C -0.58 -4.16 -0.06
C -0.80 -5.47 -0.48
C -1.04 -6.48 0.45
C -1.06 -6.15 1.79
F -1.29 -7.11 2.68
C -0.86 -4.86 2.24
C -0.62 -3.86 1.30
C -1.62 -3.24 -2.97
C -1.34 -3.17 -4.33
C -2.31 -3.48 -5.27
C -3.56 -3.85 -4.82
F -4.50 -4.15 -5.72
C -3.87 -3.95 -3.48
C -2.89 -3.64 -2.55
H 4.08 -5.68 -1.74
H 1.95 -4.85 -0.79
H 1.67 -1.98 -3.99
H 3.79 -2.84 -4.92
H -0.79 -5.73 -1.53
H -1.21 -7.50 0.14
H -0.90 -4.65 3.30
H -0.48 -2.85 1.65
H -0.35 -2.89 -4.68
H -2.11 -3.43 -6.33
H -4.86 -4.26 -3.18
H -3.12 -3.72 -1.50
O -4.45 -0.56 -1.42
Cl -3.11 -0.25 -1.22
O -2.84 1.03 -0.57
O -2.43 -1.20 -0.24
O -2.26 -0.29 -2.38
C 1.46 4.29 -4.73
N 0.57 3.61 -3.79
N 0.97 2.56 -3.03
C -0.09 2.13 -2.32
O 0.07 1.15 -1.46
C -1.19 2.90 -2.66
C -0.74 3.82 -3.59
C -1.48 4.88 -4.32
C 2.35 2.19 -2.84
C 2.76 0.93 -3.22
C 4.07 0.54 -2.98
C 4.95 1.43 -2.38
C 4.53 2.70 -2.01
C 3.22 3.09 -2.23
H 2.33 3.67 -4.90
H 1.76 5.26 -4.34
H 0.93 4.42 -5.67
H -2.20 2.80 -2.28
H -2.51 4.93 -3.96
H -1.50 4.67 -5.39
H -1.02 5.86 -4.18
H 2.05 0.26 -3.70
H 4.40 -0.45 -3.26
H 5.97 1.13 -2.20
H 5.22 3.39 -1.55
H 2.87 4.07 -1.93

91
Properties=species:S:1:pos:R:3 method="wB97M-V/def2-TZVPD" e_above_lowest_ev=0.268 homo_energy_ev="-4.72 / -8.20" energy_ha=-2865.5526 spin_multiplicity=5
Ir -1.13 -1.31 -0.64
C 3.64 0.39 4.95
C 4.25 -0.64 4.02
C 5.63 -0.21 3.55
C 6.23 -1.26 2.63
C 5.31 -1.49 1.46
C 5.80 -1.88 0.23
C 4.92 -2.08 -0.83
F 5.45 -2.46 -2.01
C 3.58 -1.92 -0.71
C 3.06 -1.53 0.54
C 1.62 -1.35 0.67
O 0.94 -1.52 -0.39
C 1.14 -0.98 1.94
C 2.05 -0.77 2.94
N 3.38 -0.90 2.83
C 3.92 -1.30 1.62
C -0.31 -0.72 2.35
O -0.51 -0.28 3.47
O -1.23 -0.99 1.51
H 4.41 0.69 5.67
H 2.79 0.02 5.52
H 3.33 1.28 4.40
H 4.34 -1.60 4.55
H 6.26 -0.06 4.43
H 5.55 0.75 3.03
H 6.37 -2.19 3.18
H 7.21 -0.95 2.27
H 6.86 -2.02 0.08
H 2.91 -2.08 -1.54
H 1.65 -0.46 3.90
N -8.43 -0.57 -1.48
C -7.30 -0.76 -1.34
C -5.92 -0.97 -1.16
C -5.08 -1.39 -2.23
C -3.75 -1.55 -2.03
N -3.14 -1.34 -0.81
C -3.95 -0.96 0.24
C -5.29 -0.78 0.10
H -5.49 -1.56 -3.22
H -3.09 -1.83 -2.84
H -3.45 -0.82 1.18
H -5.87 -0.48 0.96
N -1.02 0.28 -1.70
P -0.99 1.81 -1.31
C -2.41 2.26 -0.31
C -3.57 2.73 -0.92
C -4.72 2.93 -0.17
C -4.71 2.68 1.19
C -3.56 2.20 1.81
C -2.41 1.98 1.06
C -1.00 2.84 -2.79
C -1.09 2.23 -4.03
C -1.09 3.01 -5.18
C -1.00 4.39 -5.09
C -0.91 5.00 -3.84
C -0.91 4.23 -2.70
C 0.51 2.29 -0.41
C 1.68 1.63 -0.75
C 2.88 1.97 -0.13
C 2.91 2.98 0.82
C 1.74 3.65 1.15
C 0.55 3.32 0.54
H -3.59 2.92 -1.99
H -5.62 3.28 -0.65
H -5.60 2.83 1.78
H -3.56 1.98 2.86
H -1.53 1.56 1.53
H -1.16 1.16 -4.08
H -1.16 2.54 -6.15
H -1.01 5.00 -5.99
H -0.85 6.08 -3.77
H -0.84 4.71 -1.73
H 1.65 0.84 -1.49
H 3.79 1.45 -0.40
H 3.84 3.25 1.30
H 1.76 4.44 1.89
H -0.36 3.84 0.81
C -1.17 -4.18 -2.84
Si -1.18 -3.73 -1.01
C -2.72 -4.43 -0.18
C 0.35 -4.50 -0.22
H -1.11 -5.27 -2.95
H -0.32 -3.75 -3.36
H -2.08 -3.86 -3.35
H -2.64 -5.52 -0.11
H -3.61 -4.18 -0.76
H -2.85 -4.03 0.82
H 0.25 -5.59 -0.25
H 0.47 -4.21 0.82
H 1.26 -4.23 -0.76